DFT (wB97M-V/def2-TZVPD) results for C21H12Br2Cl8GeHgN2O3 as an isolated structure.

The geometry in XYZ format:
```
50
Properties=species:S:1:pos:R:3
Hg 1.17 0.62 0.02
O -3.83 -1.35 -0.11
C -3.15 -2.12 -0.97
C -3.49 -3.47 -1.07
C -2.82 -4.29 -1.95
C -1.79 -3.80 -2.75
C -1.44 -2.47 -2.66
C -2.11 -1.62 -1.77
C -1.72 -0.24 -1.62
O -0.81 0.44 -2.34
N -2.16 0.70 -0.85
N -1.29 1.59 -1.53
C -0.19 2.15 -0.72
C -0.73 2.89 0.47
C -1.97 3.52 0.44
C -2.46 4.24 1.53
C -1.67 4.33 2.67
C -0.44 3.71 2.73
C 0.07 2.97 1.64
O 1.23 2.37 1.71
H -3.44 -0.45 -0.07
H -4.29 -3.84 -0.44
H -3.09 -5.34 -2.01
H -1.27 -4.46 -3.44
H -0.64 -2.05 -3.25
H 0.35 2.82 -1.38
H -2.57 3.45 -0.46
H -3.43 4.72 1.48
H -2.02 4.91 3.53
H 0.18 3.77 3.62
Br 2.60 -1.59 -3.61
C 3.34 0.16 -3.27
Br 2.25 1.58 -4.00
H 4.31 0.21 -3.76
H 3.42 0.32 -2.20
Cl -0.97 -0.63 2.07
C 0.48 -1.60 1.98
C 1.48 -1.24 1.08
C 2.61 -2.05 1.09
Cl 3.90 -1.72 -0.04
C 2.76 -3.14 1.93
Cl 4.19 -4.12 1.89
C 1.73 -3.47 2.82
Cl 1.89 -4.83 3.87
C 0.58 -2.69 2.84
Cl -0.70 -3.10 3.93
Cl 5.88 4.24 1.52
Ge 3.55 3.37 1.54
Cl 2.71 4.96 0.14
Cl 3.80 1.66 -0.29
```

Computed properties:
F_max   0.6 eV/Å
Lowest unoccupied orbital energy   3.8 eV
Charge   -2
HOMO-LUMO gap   0.2135 Ha
ΔE to the lowest compared entry with this formula, charge and spin   3.552 eV

Electronic structure analysis, Löwdin charges in units of e: 1.0482, 0.0583, -0.2738, -0.0203, -0.0983, -0.0983, -0.0187, -0.0813, -0.3709, -0.0072, 0.1334, -0.0811, -0.2984, -0.2157, -0.0814, -0.1454, -0.1388, -0.0420, -0.4622, -0.4232, 0.0688, 0.1121, 0.0945, 0.0936, 0.0939, 0.0763, 0.0946, 0.0732, 0.0812, 0.0988, 0.5158, -1.0958, 0.5632, -0.0067, -0.1476, 0.6896, -0.7006, -0.3015, -0.6997, 0.6198, -0.7097, 0.6313, -0.7112, 0.6286, -0.7097, 0.6353, -0.4056, 0.2330, -0.1615, -0.1370